96
Properties=species:S:1:pos:R:3:mulliken_charge:R:1 method="wB97M-V/def2-TZVPD" de_lowest_kcal_mol=4.4 homo_ev=-6.5 e_lumo_ha=-0.0650 energy_ev=-123494.9644
Pt 0.05022 -0.06586 -0.22497 1.34
C 5.94780 -1.43606 4.26665 -1.79
C 5.15686 -0.20193 4.72482 2.15
C 5.92339 1.06381 4.31089 -1.75
C 5.07497 -0.22895 6.25146 -2.19
C 3.76880 -0.20854 4.07657 -0.73
C 3.63700 -0.16658 2.70072 -0.40
C 2.38383 -0.19240 2.10619 0.44
Se 2.39087 0.09301 0.19367 -0.17
C 2.38025 2.01148 0.17370 0.00
C 3.56724 2.68188 0.38410 -0.41
C 3.56946 4.06611 0.47641 -0.73
C 2.33332 4.68931 0.35390 -0.22
C 1.11650 4.04077 0.13931 -0.01
C 1.13414 2.63514 0.01678 1.24
O 0.03562 1.93057 -0.24652 -1.26
C -0.13475 4.94154 0.05889 2.23
C -1.46037 4.19864 -0.13315 -2.29
C 0.01896 5.91304 -1.12192 -1.76
C -0.26252 5.74141 1.36671 -1.74
C 4.87699 4.82437 0.71047 2.16
C 5.84468 4.54364 -0.44790 -1.75
C 4.65466 6.33424 0.79531 -2.17
C 5.51371 4.35707 2.02723 -1.60
C 1.14850 -0.33010 2.82550 0.67
O 0.01904 -0.50878 2.23930 -1.02
C 1.29940 -0.26008 4.24715 -0.37
C 2.57555 -0.23507 4.79957 -0.09
C 0.10676 -0.26296 5.22512 2.02
C 0.12377 -1.56288 6.04777 -1.62
C 0.22537 0.94218 6.17666 -1.74
C -1.26917 -0.15499 4.55805 -1.93
H 6.94008 -1.45223 4.73021 0.45
H 6.08178 -1.44138 3.18184 0.30
H 5.42102 -2.35206 4.54653 0.39
H 6.90678 1.09581 4.79247 0.50
H 5.36651 1.95922 4.59844 0.35
H 6.07918 1.09758 3.22942 0.34
H 6.08543 -0.22976 6.66984 0.44
H 4.56258 -1.12583 6.61014 0.41
H 4.55268 0.64865 6.64203 0.38
H 4.51788 -0.09718 2.06736 0.40
H 4.48264 2.10902 0.49068 0.19
H 2.30618 5.76798 0.43362 0.19
H -1.47697 3.65760 -1.07972 0.43
H -2.27016 4.93566 -0.13872 0.50
H -1.63886 3.49290 0.68044 0.43
H 0.12586 5.36092 -2.05905 0.36
H 0.89378 6.55578 -1.00646 0.34
H -0.86424 6.55585 -1.19945 0.45
H -0.35672 5.06373 2.21871 0.38
H -1.15405 6.37571 1.33069 0.48
H 0.59883 6.38733 1.54184 0.31
H 5.40954 4.86770 -1.39681 0.39
H 6.07228 3.47813 -0.52729 0.30
H 6.78666 5.08087 -0.29865 0.44
H 4.22578 6.73024 -0.12892 0.42
H 5.61347 6.83242 0.95886 0.44
H 3.99600 6.59733 1.62712 0.38
H 5.74932 3.29096 2.00290 0.24
H 4.83251 4.52979 2.86433 0.35
H 6.44306 4.90312 2.21855 0.50
H 2.64602 -0.24046 5.88070 0.26
H 1.04089 -1.65778 6.63372 0.29
H 0.05395 -2.42943 5.38444 0.30
H -0.72642 -1.58884 6.73885 0.46
H 1.13300 0.91021 6.78048 0.30
H -0.62935 0.96287 6.86161 0.47
H 0.23050 1.87475 5.60674 0.37
H -1.47646 -1.00582 3.91236 0.28
H -1.34954 0.74885 3.95032 0.33
H -2.02726 -0.11225 5.34880 0.52
O -5.17238 -5.46742 0.06294 -0.64
N -3.96664 -5.36603 0.09061 1.08
O -3.20760 -6.30445 0.19182 -0.63
C -3.37957 -4.00732 -0.02518 -0.72
C -4.26122 -3.00099 -0.12779 -0.55
C -3.83299 -1.64757 -0.26233 0.93
C -4.71143 -0.55276 -0.32940 -0.66
C -4.19516 0.71133 -0.43583 -0.91
C -2.80728 0.88648 -0.49287 0.10
N -1.97864 -0.13598 -0.45134 -0.22
C -2.47391 -1.38957 -0.31532 -0.22
C -1.52781 -2.45120 -0.18319 0.34
N -0.21907 -2.07096 -0.18781 -0.09
C 0.70363 -2.99012 -0.00540 0.01
C 0.37601 -4.33445 0.16793 -0.93
C -0.93063 -4.73874 0.15674 -0.39
C -1.94751 -3.77992 -0.02313 0.73
H -5.31496 -3.24109 -0.10822 0.57
H -5.78023 -0.72542 -0.28626 0.47
H -4.83366 1.58252 -0.47298 0.46
H -2.34731 1.86351 -0.57438 0.21
H 1.72989 -2.65646 0.00659 0.44
H 1.16937 -5.05330 0.31819 0.44
H -1.18048 -5.77621 0.29079 0.59

***

100
Properties=species:S:1:pos:R:3:mulliken_charge:R:1 method="wB97M-V/def2-TZVPD" de_lowest_kcal_mol=49.3 multiplicity=5 homo_ev="-9.2 / -10.7" e_lumo_ha="-0.0863 / -0.2600" s_squared=6.017 total_charge=+1 energy_ev=-111262.0481
Pd -0.20858 -0.63343 0.49182 1.10
O 0.24312 1.65337 0.52522 -0.18
S -0.11128 3.09587 0.34972 0.01
C -1.72638 3.20027 1.27342 0.18
C -2.85488 4.01797 0.66882 -1.49
C -3.75298 3.17227 -0.23858 0.81
C -4.46048 2.06017 0.52322 -1.01
S -3.92678 0.31767 -0.00628 0.55
O -2.48418 0.52277 -0.28218 -0.74
C -4.74628 0.41177 -1.60758 1.05
C -4.01338 0.39797 -2.77768 0.27
C -4.67708 0.44807 -3.99228 -1.11
C -6.06108 0.49357 -4.02698 -0.54
C -6.78978 0.50357 -2.84738 -0.83
C -6.13098 0.45487 -1.63168 -0.76
C -0.65888 3.31157 -1.36138 0.62
C -0.81488 4.61187 -1.82168 -1.14
C -1.27858 4.82617 -3.10858 -0.80
C -1.54888 3.74147 -3.92918 -0.86
C -1.32938 2.44837 -3.48038 -0.67
C -0.87508 2.22457 -2.18898 0.42
H -1.43168 3.59877 2.24362 0.69
H -2.00598 2.14987 1.37522 -0.44
H -2.45748 4.86207 0.10372 0.41
H -3.46328 4.43587 1.47442 0.47
H -3.14478 2.73627 -1.03178 -0.74
H -4.48838 3.81987 -0.71808 0.61
H -5.53618 2.07517 0.37982 0.52
H -4.25188 2.10957 1.58932 0.64
H -2.93718 0.33687 -2.72668 0.11
H -4.11478 0.45017 -4.91338 0.49
H -6.57538 0.49037 -4.97508 0.43
H -7.86768 0.54907 -2.87648 0.44
H -6.68838 0.44107 -0.70698 0.52
H -0.56318 5.44327 -1.18038 0.68
H -1.42548 5.83317 -3.46978 0.48
H -1.92588 3.90917 -4.92638 0.44
H -1.51538 1.61547 -4.14008 0.64
H -0.69778 1.21667 -1.82248 0.26
C 0.24822 0.50327 5.25852 -1.32
C 0.11122 0.90897 3.79682 0.01
O -0.30138 -0.18213 2.98212 -0.07
H 0.56322 1.35917 5.84842 0.41
H 0.99062 -0.28403 5.36282 0.24
H -0.70268 0.14647 5.65082 0.36
H 1.07432 1.22447 3.38612 0.12
H -0.60168 1.73687 3.70102 0.11
H -1.16588 -0.49923 3.27982 0.07
O -2.15438 -3.68713 -0.13218 -0.74
S -2.39978 -2.27733 -0.12658 1.04
O -2.00538 -1.61823 1.13302 -0.86
O -3.75118 -1.88383 -0.50948 -0.60
S -1.18898 -1.55533 -1.62148 -0.17
C 1.60592 -5.02153 1.88552 -0.67
C 0.59712 -4.74803 3.01302 -0.63
C -0.40408 -3.77823 2.36642 -0.87
O 0.31302 -3.13943 1.31622 0.70
C 1.05432 -4.19543 0.71622 -0.54
H 1.68182 -6.07603 1.63302 0.49
H 2.59782 -4.66153 2.15492 0.10
H 1.09262 -4.27593 3.85892 0.18
H 0.10742 -5.65263 3.36692 0.42
H -0.77018 -3.00873 3.04422 0.19
H -1.25638 -4.31923 1.93782 0.54
H 1.84492 -3.76663 0.10112 -0.04
H 0.37662 -4.79703 0.09632 0.46
C 4.77162 -2.83203 3.34192 -0.79
C 3.48632 -2.40203 3.63172 -0.45
C 2.70932 -1.82683 2.64022 -0.35
C 3.21052 -1.67023 1.35142 0.48
C 4.49532 -2.12053 1.06752 -0.54
C 5.27372 -2.69033 2.05942 -0.77
Si 2.18782 -0.75403 -0.01998 1.57
C 2.91252 1.02567 -0.08838 1.07
C 2.69242 1.83797 -1.20028 -0.70
C 3.19502 3.12547 -1.24818 -0.66
C 3.93302 3.62457 -0.18558 -0.77
C 4.16662 2.82697 0.92142 -0.80
C 3.64972 1.54267 0.97392 -0.50
C 2.73472 -1.57363 -1.69278 0.82
C 3.90982 -1.14923 -2.31008 -0.45
C 4.33662 -1.75663 -3.47838 -0.76
C 3.61682 -2.80593 -4.02468 -0.69
C 2.44092 -3.22563 -3.42548 -1.23
C 2.00102 -2.60193 -2.27028 0.05
H 5.38012 -3.28043 4.11222 0.36
H 3.09042 -2.52323 4.63102 0.38
H 1.69852 -1.50983 2.85422 0.20
H 4.89552 -2.01363 0.07202 0.39
H 6.27222 -3.02283 1.82222 0.42
H 2.12952 1.44547 -2.03638 0.59
H 3.01572 3.74187 -2.11628 0.50
H 4.33722 4.62527 -0.22708 0.41
H 4.75702 3.20527 1.74402 0.46
H 3.83312 0.92447 1.84152 0.39
H 4.48212 -0.33763 -1.88218 0.46
H 5.23252 -1.39963 -3.96538 0.44
H 3.96522 -3.29003 -4.92418 0.40
H 1.86322 -4.02963 -3.85408 0.48
H 1.06352 -2.91453 -1.82528 0.16

***

102
Properties=species:S:1:pos:R:3:mulliken_charge:R:1 method="wB97M-V/def2-TZVPD" de_lowest_kcal_mol=45.4 homo_ev=-1.6 e_lumo_ha=0.1245 total_charge=-2 energy_ev=-85343.4292
Cs 0.96601 2.35574 0.60060 1.18
N -0.81594 4.58991 -1.36695 -0.35
C 0.05530 5.56277 -0.68297 -0.36
C -0.06336 5.32853 0.84268 0.19
O -1.24370 5.21200 1.27886 -0.81
N 1.09370 5.23450 1.45392 -0.54
C 1.09726 4.92800 2.89160 -0.15
C 1.99989 3.67453 3.16712 0.20
O 3.22253 3.84166 3.32051 -0.76
O 1.40365 2.55062 3.13019 -0.77
H -1.10067 4.93639 -2.27538 0.16
H -1.64840 4.53027 -0.78078 0.19
H -0.25503 6.60119 -0.87388 0.25
H 1.09318 5.44072 -1.00005 0.23
H 0.09120 4.74367 3.28139 0.22
H 1.56070 5.75505 3.44214 0.24
N 3.91725 1.06527 -0.27314 -0.41
C 4.28689 0.14609 0.70046 1.07
C 5.12916 0.56526 1.73607 -0.72
C 5.62867 -0.33003 2.66089 -0.52
C 5.29615 -1.67466 2.56966 -0.84
C 4.43818 -2.08466 1.56080 -0.85
C 3.90422 -1.20678 0.61316 0.75
C 2.93822 -1.75937 -0.38990 -0.13
C 3.30653 -2.98625 -0.96415 -0.39
C 2.43584 -3.69989 -1.77453 -1.15
C 1.18089 -3.16680 -2.01507 -1.22
C 0.85813 -1.92271 -1.47751 -0.35
C 1.69070 -1.13317 -0.66294 0.38
H 3.88896 2.02510 0.04174 0.28
H 3.09076 0.77642 -0.78483 -0.09
H 5.35388 1.62202 1.82462 0.24
H 6.25926 0.03091 3.46479 0.36
H 5.67026 -2.38985 3.29312 0.35
H 4.12927 -3.12282 1.51851 0.36
H 4.29638 -3.38795 -0.76844 0.49
H 2.73639 -4.64958 -2.20515 0.34
H 0.46226 -3.70306 -2.63257 0.46
H -0.13234 -1.54668 -1.76361 1.02
C 0.77424 4.32140 -9.26435 -1.41
C 0.76968 3.83954 -7.83803 1.01
C 1.95690 3.67816 -7.13079 -0.64
C 1.95402 3.24120 -5.81476 -0.46
C 0.75064 2.95494 -5.19566 -0.06
C -0.44785 3.13105 -5.87383 -0.67
C -0.43276 3.56188 -7.18969 -0.65
S 0.75829 2.37134 -3.48805 0.84
C 0.60897 0.61168 -3.89091 -0.24
O 2.14627 2.54222 -3.00343 -0.62
H 1.77689 4.27789 -9.68963 0.35
H 0.42891 5.35576 -9.33124 0.29
H 0.11480 3.71532 -9.88776 0.35
H 2.89980 3.90246 -7.61758 0.28
H 2.86708 3.12226 -5.24272 0.48
H -1.38815 2.93512 -5.37005 0.42
H -1.36908 3.69631 -7.72075 0.34
H 1.29007 0.34961 -4.69894 0.40
H -0.42430 0.38442 -4.15654 0.38
H 0.88705 0.08664 -2.97565 -0.39
C -1.51948 -5.24999 0.06742 -1.87
C -1.98813 -4.65419 1.40546 1.64
C -3.44563 -5.05778 1.64339 -1.93
C -1.11858 -5.29311 2.49828 -1.77
C -1.82912 -3.09681 1.38165 2.35
O -0.43352 -2.87416 1.49377 -0.67
C -2.59055 -2.33375 2.48104 -1.28
C -2.16429 -2.58020 3.93202 -0.72
C -2.67700 -1.47535 4.82073 -0.16
C -4.01472 -1.45154 5.20765 -0.09
C -4.51534 -0.42729 5.99638 -0.88
C -3.66444 0.58997 6.39271 0.49
Cl -4.28806 1.87386 7.39354 -0.26
C -2.33556 0.60652 6.00754 -0.89
C -1.85045 -0.43417 5.22648 -0.19
C -2.31620 -2.56193 0.00545 -1.99
N -2.45396 -1.12317 -0.02179 1.56
C -1.48983 -0.19787 0.09045 0.60
N -2.02155 1.00232 0.13525 -0.33
C -3.34345 0.76752 -0.00057 -0.39
N -3.66165 -0.51399 -0.08510 -1.21
H -1.46858 -6.33776 0.15476 0.56
H -0.52490 -4.88287 -0.19383 0.32
H -2.20338 -5.02175 -0.75188 0.25
H -3.53286 -6.14570 1.58720 0.52
H -4.12052 -4.63435 0.89609 0.26
H -3.79470 -4.74877 2.63028 0.34
H -1.15356 -6.37970 2.38461 0.50
H -1.46683 -5.05881 3.50169 0.32
H -0.08393 -4.96885 2.40967 0.29
H -0.21935 -1.93365 1.53776 0.48
H -3.66588 -2.48916 2.36030 0.49
H -2.43695 -1.26797 2.29416 0.37
H -1.07477 -2.61841 3.97630 0.56
H -2.53908 -3.53513 4.30472 0.23
H -4.67729 -2.24867 4.88817 0.37
H -5.55409 -0.40966 6.29730 0.39
H -1.69030 1.42425 6.29629 0.46
H -0.81335 -0.41273 4.91226 0.47
H -3.29856 -2.95469 -0.25160 0.30
H -1.59405 -2.85928 -0.75315 0.40
H -0.42023 -0.40802 0.13361 -0.86
H -4.08908 1.54529 -0.00711 0.50